Density functional theory data (the ωB97M-V functional and the def2-TZVPD basis) for a 7-piece molecular cluster, C4H23NO7 overall at a distorted geometry.

As for the molar mass: 197.23 g/mol. As for the energy above the lowest of the compared OMol25 structures with the same formula, charge and spin: 2.4256 eV. The value obtained for the largest force on an atom is 0.07457 Eh/bohr. The value obtained for the LUMO energy is 0.3 eV. As for the HOMO energy: -0.3220 Ha.

Geometry as ORCA input:
```
! wB97M-V def2-TZVPD RIJCOSX def2/J DEFGRID3
* xyz 0 1
C 0.212 3.513 1.448
N -0.367 2.152 1.443
C -1.248 1.919 0.234
C -1.735 0.479 0.546
C -2.756 0.060 -0.509
O -0.547 -0.348 0.423
H 1.202 3.425 1.911
H 0.456 4.020 0.494
H -0.492 4.090 2.057
H 0.397 1.481 1.424
H -0.705 2.093 -0.704
H -2.034 2.675 0.415
H -1.960 0.316 1.619
H -2.715 0.590 -1.458
H -3.756 0.042 -0.114
H -2.429 -0.968 -0.792
H -0.735 -1.106 0.995
O 2.605 0.458 -2.663
H 1.660 0.326 -2.759
H 3.019 -0.324 -2.300
O -1.848 -1.326 3.066
H -0.918 -1.189 3.290
H -2.251 -0.981 3.872
O 1.575 -0.680 2.599
H 2.474 -0.384 2.688
H 1.598 -1.057 1.715
O 2.775 -3.414 -1.071
H 1.836 -3.222 -0.914
H 3.177 -2.835 -1.679
O 0.696 -1.845 -1.410
H 0.239 -1.431 -0.647
H 0.138 -2.641 -1.377
O -0.453 0.206 -3.397
H -0.942 -0.391 -3.955
H 0.179 0.685 -3.935
*
```

=====

Density functional theory data (the ωB97M-V functional and the def2-TZVPD basis) for a 3-piece molecular cluster, C6H16N2O overall.

As for the molar mass: 132.21 g/mol. As for the energy above the lowest of the compared OMol25 structures with the same formula, charge and spin: 6.4163 eV. The value obtained for the largest force on an atom is 0.01046 Eh/bohr. The value obtained for the LUMO energy (alpha / beta) is 0.5 / 0.5 eV. As for the HOMO energy (alpha / beta): -0.2427 / -0.2427 Ha.

Geometry as ORCA input:
```
! wB97M-V def2-TZVPD RIJCOSX def2/J DEFGRID3
* xyz 0 1
C 2.092 -0.309 -0.691
C -1.917 0.933 0.367
C 2.383 0.720 0.330
C -2.890 0.559 -0.746
N 1.724 0.033 -1.916
H 2.461 -1.317 -0.550
H 1.051 0.833 -1.922
H 1.526 -0.713 -2.568
H -2.095 1.967 0.680
H -2.040 0.308 1.252
H 2.903 1.569 -0.119
H 1.425 1.097 0.731
H 2.980 0.310 1.142
H -2.716 1.184 -1.620
H -2.772 -0.484 -1.047
H -3.919 0.701 -0.409
C -0.084 -1.230 0.297
C 0.271 -1.309 1.754
N -0.463 0.924 0.010
O -0.292 1.414 -1.157
H 0.416 -1.945 -0.348
H -1.142 -1.284 0.084
H 0.131 -0.335 2.238
H 1.315 -1.594 1.907
H -0.348 -2.029 2.302
*
```

=====

Density functional theory data (the ωB97M-V functional and the def2-TZVPD basis) for C35H45N4O5RbS3Si as an isolated structure.

As for the molar mass: 811.52 g/mol. The value obtained for the largest force on an atom is 0.01925 Eh/bohr. The value obtained for the LUMO energy is 3.2 eV. As for the HOMO energy: 0.0068 Ha.

Geometry as ORCA input:
```
! wB97M-V def2-TZVPD RIJCOSX def2/J DEFGRID3
* xyz -2 1
Rb -0.313 1.115 -0.530
C 2.738 -0.102 0.905
C 2.899 0.579 -0.456
O 2.494 1.932 -0.487
C 3.401 2.889 -0.008
C 3.248 3.248 1.476
O 1.959 3.589 1.915
C 1.422 4.828 1.495
C 0.618 4.756 0.191
O -0.206 3.634 0.117
C -1.380 3.636 0.916
C -1.226 2.871 2.231
O -0.663 1.600 1.932
C -1.181 0.493 2.582
C 0.845 -0.856 2.095
O 1.469 0.208 1.441
H 3.519 0.224 1.606
H 2.842 -1.181 0.746
H 2.265 0.050 -1.183
H 3.945 0.478 -0.776
H 3.243 3.784 -0.614
H 4.438 2.558 -0.161
H 3.954 4.069 1.685
H 3.520 2.387 2.090
H 2.211 5.589 1.399
H 0.754 5.134 2.303
H 1.287 4.682 -0.668
H 0.042 5.687 0.091
H -2.156 3.129 0.330
H -1.728 4.655 1.112
H -2.223 2.768 2.667
H -0.576 3.398 2.942
H -1.705 -0.152 1.875
H -1.837 0.767 3.408
H 0.235 -1.447 1.416
H 1.577 -1.490 2.604
C -3.380 -1.054 -2.690
C -4.058 -2.217 -2.372
C -3.804 -2.833 -1.161
C -2.887 -2.264 -0.276
N -2.209 -1.149 -0.604
C -2.455 -0.581 -1.773
C -2.676 -2.800 1.088
C -3.397 -3.863 1.633
C -3.238 -4.138 2.983
C -2.386 -3.379 3.762
C -1.624 -2.375 3.132
N -1.793 -2.137 1.828
C -0.654 -1.568 3.856
C -0.084 -1.984 5.050
C 0.863 -1.280 5.760
C 1.202 0.006 5.268
C 0.707 0.489 4.116
N -0.069 -0.352 3.180
H -3.566 -0.516 -3.608
H -4.794 -2.629 -3.051
H -4.320 -3.747 -0.902
H -1.894 0.316 -2.001
H -4.081 -4.449 1.037
H -3.821 -4.927 3.444
H -2.337 -3.540 4.829
H -0.430 -2.931 5.442
H 1.272 -1.658 6.685
H 1.842 0.655 5.854
H 0.942 1.459 3.709
S -5.834 4.629 -0.985
C -4.453 3.638 -0.892
S -3.142 3.880 -1.970
S -4.380 2.366 0.269
C 2.838 -3.571 -2.928
Si 1.155 -2.720 -2.545
C 0.783 -3.229 -0.752
C -0.118 -3.689 -3.591
N 1.127 -1.043 -2.623
C 1.230 -0.261 -3.723
C 0.948 1.123 -3.622
C 1.056 1.979 -4.701
C 1.457 1.513 -5.949
C 1.738 0.157 -6.085
C 1.628 -0.707 -5.011
H 2.856 -4.621 -2.623
H 3.644 -3.056 -2.396
H 3.076 -3.529 -3.994
H 0.426 -4.261 -0.705
H -0.002 -2.593 -0.337
H 1.668 -3.160 -0.111
H -0.052 -4.768 -3.433
H 0.003 -3.497 -4.660
H -1.128 -3.371 -3.315
H 0.621 1.516 -2.668
H 0.808 3.027 -4.573
H 1.548 2.185 -6.794
H 2.045 -0.233 -7.051
H 1.850 -1.761 -5.140
*
```

=====

Density functional theory data (the ωB97M-V functional and the def2-TZVPD basis) for C4H7N3O as an isolated structure at a distorted geometry.

As for the molar mass: 113.12 g/mol. As for the energy above the lowest of the compared OMol25 structures with the same formula, charge and spin: 2.6656 eV. The value obtained for the largest force on an atom is 0.04164 Eh/bohr. The value obtained for the LUMO energy is 0.4 eV. As for the HOMO energy: -0.3369 Ha.

Geometry as ORCA input:
```
! wB97M-V def2-TZVPD RIJCOSX def2/J DEFGRID3
* xyz 0 1
C -1.047 -1.208 -0.164
C 1.207 -0.576 -0.179
N 2.343 -0.702 0.567
N 1.025 0.414 -1.036
C -1.567 0.534 -0.378
C -1.630 1.250 0.753
N 0.201 -1.387 0.171
O -1.971 -1.914 -0.424
H 2.401 -1.531 1.138
H 3.205 -0.334 0.202
H -0.231 0.644 -0.965
H 1.738 1.130 -1.071
H -2.418 0.536 -1.051
H -2.463 1.900 0.994
H -0.793 1.243 1.444
*
```

=====

Number 1: electronic energy -747.5663 Eh. Number 2: electronic energy -422.7509 Eh. Number 3: electronic energy -3463.9831 Eh. Number 4: electronic energy -396.0505 Eh.